1.
# C5H5NO

A molecular structure, C5H5NO (wB97M-V/def2-TZVPD, OMol25).

ORCA input file:
```
! wB97M-V def2-TZVPD RIJCOSX def2/J DEFGRID3
* xyz 0 1
O 0.5168 0.0838 1.9609
N -1.6417 0.0669 -0.1565
C 2.5226 0.9852 0.6741
C -2.8141 -0.3639 -0.3640
C 2.7326 0.0688 -0.3468
C 1.2162 0.2788 1.0085
C 1.3343 -0.0199 -0.4181
H -1.3783 -0.0201 0.8296
H -3.2142 -0.3387 -1.3804
H 3.5592 -0.1943 -0.9927
H -3.4767 -0.7689 0.4099
H 0.6434 0.2223 -1.2246
*
```

HOMO (spin up / spin down) = -9.025 / -9.025 eV
maximum force = 0.011 Eh/bohr
LUMO (spin up / spin down) = -0.04 / -0.04 eV
energy above the lowest of the compared OMol25 structures with the same formula, charge and spin = 124.7 kcal per mole

***

2.
# C5H5NO

A molecular structure, C5H5NO (wB97M-V/def2-TZVPD, OMol25).

ORCA input file:
```
! wB97M-V def2-TZVPD RIJCOSX def2/J DEFGRID3
* xyz 0 1
O -0.1390 -0.4132 1.6020
N 2.0262 0.5201 -1.1352
C -0.2418 -0.4964 -0.5389
C -1.2100 -0.3713 0.6306
C 1.7971 0.3884 0.0369
C 0.7995 -0.6176 0.5972
C -1.0284 0.7742 -0.2811
H 1.1606 0.0217 -1.6428
H 1.3619 -1.5438 0.7304
H -0.5599 1.6973 0.0661
H -2.1235 -0.8757 0.9243
H -1.8426 0.9162 -0.9895
*
```

HOMO (spin up / spin down) = -9.042 / -8.641 eV
maximum force = 0.013 Eh/bohr
LUMO (spin up / spin down) = -0.81 / -1.24 eV
energy above the lowest of the compared OMol25 structures with the same formula, charge and spin = 166.4 kcal per mole

***

3.
# C5H5NO

C5H5NO in the gas phase in a non-equilibrium geometry (wB97M-V/def2-TZVPD, OMol25).

ORCA input file:
```
! wB97M-V def2-TZVPD RIJCOSX def2/J DEFGRID3
* xyz 0 1
O 1.3916 0.7865 0.8074
N -0.2255 -1.4692 1.3438
C -0.4891 2.7014 -1.3042
C 0.2256 -1.8008 0.0093
C -0.1849 1.7490 -0.6311
C -0.5056 -0.5283 0.2708
C 0.3345 0.6878 0.2118
H 1.2846 -1.7107 -0.2290
H -0.3170 -2.6029 -0.4829
H 0.5501 -1.0627 1.8691
H -1.5324 -0.3908 -0.0552
H -0.5320 3.6407 -1.8099
*
```

HOMO = -10.141 eV
maximum force = 0.020 Eh/bohr
LUMO = -0.02 eV
energy above the lowest of the compared OMol25 structures with the same formula, charge and spin = 73.0 kcal per mole

***

4.
# C5H5NO

C5H5NO in the gas phase in a non-equilibrium geometry (wB97M-V/def2-TZVPD, OMol25).

ORCA input file:
```
! wB97M-V def2-TZVPD RIJCOSX def2/J DEFGRID3
* xyz 0 1
O 1.3741 1.5254 0.3026
N -1.6275 1.5814 -1.8653
C -0.6471 -1.3467 0.1897
C -0.9112 0.8020 -1.3817
C 0.3608 0.6918 0.7676
C -0.3140 -0.0205 -0.3911
C 0.6683 -0.7221 0.5248
H 1.6426 1.1319 -0.5488
H -0.4834 -2.2217 -0.4437
H -1.5251 -1.4212 0.8281
H -0.2010 1.1503 1.5826
H 1.6635 -1.1505 0.4353
*
```

HOMO = -9.731 eV
maximum force = 0.029 Eh/bohr
LUMO = 0.73 eV
energy above the lowest of the compared OMol25 structures with the same formula, charge and spin = 82.5 kcal per mole

***

5.
# C5H5NO

C5H5NO in the gas phase in a non-equilibrium geometry (wB97M-V/def2-TZVPD, OMol25).

ORCA input file:
```
! wB97M-V def2-TZVPD RIJCOSX def2/J DEFGRID3
* xyz 0 1
O 0.0785 -2.9033 -0.0153
N -1.8964 -0.4396 -0.9909
C -0.8999 -3.2738 0.9325
C -0.2997 -1.7331 -0.7062
C -1.9431 -2.3421 0.9355
C -1.6113 -1.3634 -0.2885
C 1.2201 -0.9773 -0.7545
H -0.8657 -4.2049 1.4143
H 1.5213 -0.4674 0.1049
H -2.8692 -2.3865 1.4681
H 1.9734 -1.7482 -0.6680
H 1.7514 -0.5951 -1.5599
*
```

HOMO (spin up / spin down) = -7.996 / -7.980 eV
maximum force = 0.143 Eh/bohr
LUMO (spin up / spin down) = -0.80 / -1.08 eV
energy above the lowest of the compared OMol25 structures with the same formula, charge and spin = 164.3 kcal per mole

***

6.
# C5H5NO

A molecular structure, C5H5NO in a non-equilibrium geometry (wB97M-V/def2-TZVPD, OMol25).

ORCA input file:
```
! wB97M-V def2-TZVPD RIJCOSX def2/J DEFGRID3
* xyz 0 1
O 0.2186 -1.5981 1.9376
N -1.1270 -0.5609 -0.7338
C 1.0507 0.4454 -0.4671
C -0.0960 -0.9854 0.9739
C -0.9897 0.2003 0.5101
C 0.2812 1.2121 0.2965
C 0.3077 -0.8803 -0.5614
H 0.5208 2.2079 0.7197
H -1.3942 -0.0202 -1.5581
H 2.0319 0.6512 -0.8530
H -1.5635 1.0146 0.8691
H 0.7595 -1.6867 -1.1335
*
```

HOMO = -9.564 eV
maximum force = 0.060 Eh/bohr
LUMO = 1.05 eV
energy above the lowest of the compared OMol25 structures with the same formula, charge and spin = 78.5 kcal per mole